Here is a molecular structure, C43H30F15N6O4PRbS2 from the Open Molecules 2025 dataset. Energies are from wB97M-V/def2-TZVPD.

```
102
Properties=species:S:1:pos:R:3
Rb 0.53 -1.24 -1.71
C -5.11 1.91 2.36
C -4.35 0.94 1.49
C -4.10 -0.36 1.98
C -3.27 -1.22 1.31
C -2.73 -0.98 0.01
N -1.93 -1.95 -0.49
C -2.39 -3.21 -0.52
C -3.73 -3.45 -0.95
C -4.25 -4.70 -1.15
C -3.54 -5.87 -0.81
C -4.19 -7.22 -1.00
C -2.26 -5.69 -0.32
C -1.64 -4.42 -0.17
N -0.34 -4.44 0.23
C 0.23 -5.24 1.23
C 1.59 -4.93 1.28
C 1.82 -3.97 0.29
N 0.67 -3.67 -0.37
C -3.11 0.32 -0.56
C -3.90 1.21 0.22
N -2.69 0.81 -1.77
C -3.27 1.76 -2.63
C -2.44 1.86 -3.75
C -1.33 1.02 -3.50
N -1.44 0.41 -2.31
H -5.43 1.38 3.27
H -6.02 2.24 1.87
H -4.51 2.81 2.62
H -4.52 -0.66 2.95
H -3.06 -2.20 1.71
H -4.30 -2.53 -1.19
H -5.25 -4.79 -1.57
H -5.29 -7.10 -1.04
H -3.94 -7.89 -0.18
H -3.83 -7.65 -1.94
H -1.60 -6.55 -0.12
H -0.36 -5.95 1.77
H 2.34 -5.32 1.96
H 2.74 -3.49 -0.01
H -4.12 2.21 -0.22
H -4.20 2.25 -2.39
H -2.56 2.50 -4.61
H -0.42 0.88 -4.06
F 0.85 -3.76 -5.95
C 1.65 -3.73 -4.86
F 0.88 -3.77 -3.76
F 2.41 -4.81 -4.91
S 2.65 -2.15 -4.76
O 1.67 -1.09 -4.84
O 3.65 -2.20 -5.77
N 3.25 -2.24 -3.26
S 4.04 -1.34 -2.19
O 4.31 0.01 -2.60
O 3.31 -1.48 -0.96
C 5.78 -2.06 -1.79
F 6.34 -1.22 -0.88
F 6.61 -2.16 -2.82
F 5.64 -3.27 -1.23
F -0.85 5.23 6.10
C -1.51 4.11 5.71
F -1.58 3.31 6.82
F -2.81 4.51 5.48
C -0.90 3.45 4.54
C -1.50 2.29 4.01
C -0.97 1.68 2.90
C 0.16 2.23 2.29
C 0.80 3.33 2.85
C 0.27 3.95 3.96
P 0.78 1.58 0.73
C 0.69 3.13 -0.25
C 1.70 3.80 -0.95
C 1.39 4.83 -1.82
C 0.08 5.34 -1.88
C -0.90 4.78 -1.08
C -0.61 3.64 -0.34
C -0.22 6.50 -2.78
F -1.51 6.40 -3.24
F 0.56 6.53 -3.89
F -0.08 7.72 -2.20
C 2.47 1.27 1.26
C 2.76 0.85 2.55
C 4.05 0.51 2.92
C 5.10 0.68 2.01
C 4.83 1.11 0.69
C 3.51 1.33 0.32
C 6.48 0.40 2.50
F 6.76 1.16 3.61
F 6.63 -0.91 2.86
F 7.44 0.66 1.59
H -2.37 1.85 4.48
H -1.42 0.78 2.49
H 1.75 3.69 2.39
H 0.73 4.85 4.33
H 2.73 3.49 -0.85
H 2.18 5.25 -2.40
H -1.92 5.17 -1.05
H -1.39 3.17 0.25
H 1.98 0.82 3.29
H 4.27 0.19 3.94
H 5.64 1.23 -0.03
H 3.29 1.56 -0.74
```

The charge is -1. The highest occupied orbital energy comes out at -4.077 eV. The calculation puts the total energy at -134588.33698 eV. The energy above the lowest of the compared OMol25 structures with the same formula, charge and spin comes out at 0.0 kcal/mol.

Here is a molecular structure, C43H30F8GeLiNO5SbTe from the Open Molecules 2025 dataset. Energies are from wB97M-V/def2-TZVPD.

```
91
Properties=species:S:1:pos:R:3
Li 1.33 1.15 0.48
O 1.14 3.67 -2.49
C 1.56 3.06 -1.52
O 0.90 2.86 -0.43
C 2.91 2.40 -1.46
C 4.12 2.81 -2.00
C 5.24 1.97 -1.76
C 5.12 0.83 -1.02
C 3.83 0.48 -0.51
N 2.78 1.29 -0.77
C 3.50 -0.63 0.32
O 4.25 -1.45 0.85
O 2.14 -0.70 0.53
H 4.22 3.73 -2.55
H 6.21 2.26 -2.16
H 5.96 0.18 -0.80
C 1.98 -2.42 5.93
C 1.58 -3.54 5.23
C 1.44 -3.48 3.85
C 1.70 -2.30 3.18
C 2.09 -1.18 3.89
C 2.23 -1.24 5.26
Ge 1.50 -2.22 1.21
C 2.66 -3.63 0.37
C 3.21 -4.70 1.06
C 3.92 -5.69 0.41
C 4.11 -5.62 -0.96
C 3.59 -4.54 -1.66
C 2.88 -3.56 -1.00
C -0.27 -2.78 0.46
C -1.47 -2.19 0.84
C -2.68 -2.67 0.36
C -2.71 -3.77 -0.48
C -1.53 -4.39 -0.83
C -0.32 -3.88 -0.38
H 2.08 -2.46 7.01
H 1.36 -4.46 5.75
H 1.10 -4.34 3.29
H 2.29 -0.25 3.38
H 2.51 -0.35 5.81
H 3.07 -4.76 2.13
H 4.35 -6.51 0.97
H 4.67 -6.39 -1.48
H 3.74 -4.47 -2.73
H 2.48 -2.72 -1.55
H -1.44 -1.35 1.52
H -3.61 -2.18 0.64
H -3.66 -4.15 -0.86
H -1.53 -5.28 -1.45
H 0.60 -4.37 -0.68
F -2.86 7.49 -3.00
C -2.46 6.33 -2.39
C -3.14 5.16 -2.68
C -2.73 4.00 -2.05
C -1.65 4.00 -1.18
C -1.00 5.18 -0.91
C -1.41 6.37 -1.50
Sb -1.17 1.98 -0.44
C -3.11 2.08 0.50
C -4.14 1.17 0.31
C -5.41 1.44 0.81
C -5.62 2.62 1.49
F -6.87 2.92 1.93
C -4.59 3.52 1.73
C -3.34 3.24 1.23
C -1.52 1.05 -2.33
C -1.21 1.65 -3.54
C -1.43 0.97 -4.73
C -1.94 -0.31 -4.68
F -2.19 -0.96 -5.85
C -2.22 -0.94 -3.49
C -2.00 -0.25 -2.31
H -3.96 5.17 -3.38
H -3.24 3.07 -2.26
H -0.15 5.17 -0.23
H -0.92 7.31 -1.29
H -3.96 0.25 -0.22
H -6.23 0.75 0.66
H -4.79 4.42 2.29
H -2.52 3.92 1.41
H -0.79 2.64 -3.55
H -1.20 1.43 -5.68
H -2.60 -1.95 -3.48
H -2.17 -0.74 -1.37
F -2.12 0.31 2.45
Te -0.16 0.08 2.36
F -0.63 2.12 2.04
F -0.09 0.92 4.14
F 1.67 1.35 2.16
F -0.91 -1.43 3.68
O -0.33 0.46 0.14
```

The charge is -2. Its expectation value of S² is 0.77. The highest occupied orbital energy (spin up / spin down) comes out at 0.042 / -3.638 eV. As for the multiplicity: 2. The calculation puts the total energy at -149100.82886 eV. The energy above the lowest of the compared OMol25 structures with the same formula, charge and spin comes out at 69.2 kcal/mol.

Here is a molecular structure, C43H30MnN8S from the Open Molecules 2025 dataset. Energies are from wB97M-V/def2-TZVPD.

```
83
Properties=species:S:1:pos:R:3
Mn 0.68 0.91 -0.88
C -1.00 2.52 -4.66
C -2.07 3.34 -4.28
C -2.23 3.64 -2.95
C -1.34 3.11 -2.00
N -0.35 2.27 -2.37
C -0.19 2.02 -3.68
N -1.54 3.57 -0.71
C -0.77 3.34 0.30
N 0.30 2.48 0.41
C 0.77 2.53 1.70
N 1.71 1.86 2.26
C 2.46 0.85 1.70
C 3.55 0.44 2.50
C 4.32 -0.64 2.12
C 4.00 -1.31 0.95
C 2.95 -0.84 0.20
N 2.20 0.23 0.54
C -0.03 3.51 2.46
C 0.05 3.93 3.78
C -0.89 4.86 4.20
C -1.87 5.35 3.33
C -1.94 4.92 2.01
C -1.00 3.99 1.60
H -0.81 2.28 -5.70
H -2.74 3.75 -5.02
H -3.01 4.29 -2.60
H 0.64 1.38 -3.94
H 3.73 0.98 3.41
H 5.15 -0.96 2.74
H 4.55 -2.18 0.62
H 2.69 -1.33 -0.73
H 0.81 3.54 4.44
H -0.87 5.22 5.22
H -2.59 6.07 3.70
H -2.69 5.29 1.33
C 4.38 1.77 -2.81
C 4.52 0.68 -3.66
C 3.53 -0.29 -3.72
C 2.38 -0.17 -2.93
C 2.27 0.93 -2.08
C 3.25 1.90 -2.01
C 1.24 -1.10 -3.00
C 1.24 -2.27 -3.79
C 0.11 -3.02 -3.87
C -1.08 -2.59 -3.23
C -2.31 -3.27 -3.35
C -3.43 -2.77 -2.77
C -3.38 -1.55 -2.06
C -2.20 -0.88 -1.92
C -1.02 -1.40 -2.48
N 0.16 -0.73 -2.31
H 5.16 2.52 -2.78
H 5.40 0.58 -4.28
H 3.65 -1.12 -4.41
H 3.15 2.74 -1.34
H 2.14 -2.57 -4.31
H 0.09 -3.94 -4.45
H -2.34 -4.19 -3.93
H -4.38 -3.29 -2.87
H -4.29 -1.14 -1.64
H -2.17 0.07 -1.39
S -3.34 -2.99 3.16
C -2.26 -1.97 2.19
C -2.42 -0.59 2.18
C -1.58 0.18 1.39
N -0.61 -0.34 0.64
C -0.45 -1.67 0.67
C -1.25 -2.52 1.41
C -2.10 -3.87 4.08
C -1.87 -5.22 3.84
C -0.89 -5.86 4.59
N -0.15 -5.25 5.52
C -0.40 -3.96 5.74
C -1.36 -3.23 5.06
H -3.19 -0.12 2.77
H -1.70 1.25 1.36
H 0.35 -2.07 0.06
H -1.08 -3.58 1.39
H -2.43 -5.76 3.10
H -0.68 -6.91 4.43
H 0.20 -3.49 6.51
H -1.52 -2.18 5.30
```

The charge is +1. Its expectation value of S² is 6.21. The highest occupied orbital energy (spin up / spin down) comes out at -10.473 / -10.528 eV. As for the multiplicity: 5. The calculation puts the total energy at -99151.82781 eV. The energy above the lowest of the compared OMol25 structures with the same formula, charge and spin comes out at 13.2 kcal/mol.

Here is a molecular structure, C43H31AsN3O4PdS2 from the Open Molecules 2025 dataset. Energies are from wB97M-V/def2-TZVPD.

```
85
Properties=species:S:1:pos:R:3
Pd -0.09 0.50 0.28
S -1.51 -1.48 -3.13
C -0.30 -2.72 -3.24
C -0.35 -3.70 -4.25
C 0.56 -4.72 -4.34
C 1.60 -4.82 -3.41
C 1.69 -3.87 -2.41
C 0.76 -2.84 -2.32
As 0.93 -1.54 -0.88
C 2.79 -1.76 -0.34
C 3.69 -0.77 -0.75
C 5.03 -0.85 -0.41
C 5.49 -1.92 0.35
C 4.61 -2.91 0.75
C 3.27 -2.84 0.41
C -0.01 -2.55 0.53
C -1.20 -3.19 0.18
C -1.97 -3.80 1.16
C -1.57 -3.77 2.49
C -0.39 -3.13 2.84
C 0.38 -2.51 1.86
H -1.16 -3.62 -4.97
H 0.47 -5.46 -5.13
H 2.32 -5.63 -3.47
H 2.51 -3.93 -1.71
H 3.32 0.07 -1.32
H 5.71 -0.07 -0.72
H 6.54 -1.98 0.62
H 4.97 -3.75 1.33
H 2.59 -3.61 0.74
H -1.52 -3.21 -0.85
H -2.89 -4.30 0.88
H -2.17 -4.25 3.25
H -0.07 -3.09 3.87
H 1.28 -1.97 2.15
C -0.91 1.82 1.49
C -1.31 2.79 2.10
C -1.82 3.88 2.88
C -1.73 3.88 4.27
C -2.22 4.94 5.01
C -2.80 6.03 4.38
C -2.89 6.05 3.00
C -2.41 4.99 2.25
H -1.27 3.03 4.76
H -2.14 4.92 6.09
H -3.17 6.86 4.97
H -3.35 6.89 2.50
H -2.48 4.99 1.17
O 2.16 1.95 -0.07
C 2.33 1.39 1.02
O 1.60 0.45 1.49
C 3.45 1.90 1.90
C 4.12 3.06 1.55
C 5.13 3.56 2.34
C 5.47 2.86 3.49
C 4.83 1.69 3.87
C 3.80 1.22 3.06
N 6.55 3.38 4.35
O 7.13 4.38 3.98
O 6.84 2.74 5.34
H 3.82 3.57 0.64
H 5.67 4.46 2.10
H 5.13 1.18 4.77
H 3.27 0.31 3.31
S -5.10 1.78 -3.70
C -3.78 1.43 -2.56
C -3.94 0.52 -1.53
C -2.86 0.23 -0.73
N -1.67 0.81 -0.91
C -1.52 1.72 -1.87
C -2.56 2.05 -2.73
C -5.38 0.11 -4.27
C -6.48 -0.62 -3.83
C -6.64 -1.91 -4.31
N -5.81 -2.49 -5.17
C -4.76 -1.78 -5.57
C -4.51 -0.48 -5.17
H -4.88 0.01 -1.36
H -2.91 -0.51 0.06
H -0.53 2.14 -1.98
H -2.39 2.75 -3.53
H -7.19 -0.19 -3.14
H -7.49 -2.51 -3.98
H -4.08 -2.28 -6.26
H -3.63 0.05 -5.52
```

The charge is -1. The highest occupied orbital energy comes out at -4.187 eV. The calculation puts the total energy at -143741.96869 eV. The energy above the lowest of the compared OMol25 structures with the same formula, charge and spin comes out at 25.1 kcal/mol.

Here is a molecular structure, C43H31BaClIN8O3 from the Open Molecules 2025 dataset. Energies are from wB97M-V/def2-TZVPD.

```
88
Properties=species:S:1:pos:R:3
Ba 1.05 0.56 0.74
Cl 2.93 -4.73 -3.93
C 2.63 -3.87 -2.44
C 3.70 -3.34 -1.72
C 3.48 -2.67 -0.54
C 2.18 -2.48 -0.02
O 2.00 -1.83 1.09
C 1.10 -3.01 -0.78
C -0.28 -2.87 -0.37
N -0.71 -2.02 0.47
C -2.03 -2.09 0.92
C -2.55 -3.23 1.49
C -3.83 -3.23 2.08
C -4.58 -2.09 2.10
C -4.09 -0.90 1.50
C -4.82 0.30 1.49
C -4.30 1.39 0.85
C -3.05 1.27 0.22
N -2.32 0.18 0.23
C -2.83 -0.90 0.88
C 1.35 -3.72 -1.97
H 4.71 -3.45 -2.11
H 4.31 -2.26 0.02
H -0.99 -3.56 -0.85
H -1.93 -4.12 1.51
H -4.20 -4.14 2.53
H -5.55 -2.08 2.58
H -5.79 0.35 1.98
H -4.82 2.34 0.83
H -2.62 2.12 -0.29
H 0.52 -4.13 -2.52
I -0.20 3.83 -0.27
C -1.21 4.35 1.51
C -1.67 5.63 1.62
C -2.39 6.00 2.78
C -2.62 5.08 3.76
C -2.14 3.75 3.64
C -2.41 2.78 4.65
C -1.95 1.51 4.50
C -1.19 1.15 3.37
C -0.87 2.02 2.34
C -1.39 3.34 2.50
H -1.51 6.34 0.83
H -2.76 7.01 2.88
H -3.18 5.35 4.65
H -2.99 3.08 5.52
H -2.16 0.77 5.27
H -0.84 0.11 3.33
O 2.65 -0.30 -3.60
C 3.11 0.46 -2.78
N 4.39 1.03 -2.88
C 4.76 1.69 -1.64
C 3.39 1.62 -0.92
O 3.19 2.10 0.20
N 2.50 0.92 -1.62
C 5.83 0.90 -0.90
C 7.09 0.79 -1.50
C 8.10 0.04 -0.91
C 7.87 -0.59 0.30
C 6.63 -0.48 0.91
C 5.62 0.26 0.32
C 5.17 3.14 -1.82
C 5.08 3.78 -3.04
C 5.44 5.12 -3.17
C 5.89 5.82 -2.07
C 5.97 5.19 -0.83
C 5.62 3.86 -0.71
H 5.07 0.53 -3.42
H 7.28 1.30 -2.43
H 9.06 -0.03 -1.39
H 8.66 -1.17 0.77
H 6.44 -0.96 1.86
H 4.66 0.36 0.83
H 4.71 3.22 -3.89
H 5.36 5.60 -4.13
H 6.16 6.87 -2.16
H 6.31 5.74 0.04
H 5.68 3.37 0.25
N 0.18 -2.83 5.53
C 0.81 -2.16 4.52
N 0.49 -2.49 3.27
N 1.66 -1.23 4.88
C 2.05 -0.37 3.95
N 2.42 0.40 3.17
H -0.05 -3.79 5.38
H 0.51 -2.59 6.45
H -0.35 -3.02 3.11
H 1.04 -2.20 2.44
```

The charge is -1. The highest occupied orbital energy comes out at -4.606 eV. The calculation puts the total energy at -84481.60283 eV. The energy above the lowest of the compared OMol25 structures with the same formula, charge and spin comes out at 2.1 kcal/mol.